C31H25F6IMoN4O2PSb | ωB97M-V/def2-TZVPD

Geometry as ORCA input:
```
! RIJCOSX wB97M-V def2-TZVPD def2/J DEFGRID3
* xyz 3 4
Mo 0.095 -0.209 -0.157
O -1.432 -3.919 -0.687
C -1.115 -3.063 0.041
O -0.850 -1.753 -0.523
C -0.883 -3.049 1.520
P -0.421 -1.382 2.089
C 0.841 -1.536 3.329
C 2.182 -1.439 2.949
C 3.176 -1.678 3.882
C 2.833 -2.018 5.183
C 1.499 -2.123 5.559
C 0.496 -1.888 4.635
C -1.920 -0.591 2.679
C -1.882 0.272 3.774
C -3.047 0.899 4.190
C -4.239 0.680 3.513
C -4.277 -0.167 2.412
C -3.120 -0.804 1.991
H -0.065 -3.733 1.745
H -1.768 -3.429 2.029
H 2.453 -1.155 1.940
H 4.217 -1.596 3.597
H 3.613 -2.203 5.912
H 1.242 -2.392 6.575
H -0.542 -1.975 4.933
H -0.954 0.447 4.304
H -3.024 1.553 5.054
H -5.148 1.162 3.853
H -5.213 -0.351 1.897
H -3.172 -1.479 1.146
F 1.315 0.794 0.978
Sb 1.447 2.627 2.607
F 1.531 3.609 1.010
F 3.193 2.075 2.341
F 1.555 4.106 3.689
F 1.250 1.355 3.946
F -0.381 2.429 2.257
N -0.428 6.878 -1.854
C -1.112 8.087 -1.876
C -0.755 9.352 -2.202
C -1.782 10.332 -2.072
C -3.097 10.042 -1.626
C -3.449 8.773 -1.297
C -2.432 7.758 -1.416
N -2.516 6.460 -1.141
C -1.294 5.952 -1.413
C -0.983 4.527 -1.212
C 0.241 3.973 -1.565
C 0.478 2.649 -1.274
N -0.438 1.877 -0.677
C -1.634 2.396 -0.361
C -1.945 3.716 -0.617
H 0.544 6.745 -2.084
H 0.234 9.635 -2.536
H -1.541 11.357 -2.335
H -3.811 10.851 -1.557
H -4.441 8.504 -0.961
H 1.030 4.541 -2.044
H 1.432 2.197 -1.493
H -2.340 1.744 0.135
H -2.910 4.115 -0.338
I 2.770 -1.059 -1.582
C 1.224 -0.824 -2.957
C 1.336 -1.186 -4.280
C 0.225 -0.996 -5.092
C -0.936 -0.456 -4.555
C -0.957 -0.126 -3.218
N 0.116 -0.303 -2.428
H 2.252 -1.610 -4.664
H 0.267 -1.277 -6.138
H -1.819 -0.304 -5.162
H -1.845 0.278 -2.752
*
```

Energy above the lowest of the compared OMol25 structures with the same formula, charge and spin ... 0.0 kJ/mol



C31H25IrN6O3P2S2 | ωB97M-V/def2-TZVPD

Geometry as ORCA input:
```
! RIJCOSX wB97M-V def2-TZVPD def2/J DEFGRID3
* xyz 0 1
Ir -2.096 -0.506 -0.084
S -1.704 -0.335 2.255
P 0.181 -0.423 1.459
C -0.165 0.137 -0.136
P 0.557 1.638 -0.657
S -0.103 3.319 0.180
C 2.350 1.447 -0.392
C 3.083 2.407 0.292
C 4.453 2.248 0.457
C 5.092 1.133 -0.063
C 4.364 0.174 -0.757
C 2.998 0.333 -0.925
C 0.466 1.842 -2.466
C 1.552 2.380 -3.154
C 1.469 2.620 -4.517
C 0.300 2.331 -5.207
C -0.790 1.812 -4.524
C -0.707 1.577 -3.159
C 0.684 -2.167 1.482
C 0.656 -2.888 2.676
C 1.079 -4.205 2.700
C 1.532 -4.810 1.532
C 1.552 -4.100 0.342
C 1.125 -2.777 0.316
C 1.451 0.369 2.477
C 1.140 1.563 3.123
C 2.104 2.207 3.884
C 3.375 1.663 3.998
C 3.687 0.473 3.354
C 2.727 -0.178 2.597
H 2.568 3.269 0.699
H 5.019 2.996 0.998
H 6.161 1.010 0.068
H 4.862 -0.692 -1.173
H 2.427 -0.399 -1.481
H 2.469 2.611 -2.626
H 2.323 3.031 -5.042
H 0.239 2.512 -6.272
H -1.706 1.580 -5.052
H -1.558 1.170 -2.642
H 0.298 -2.415 3.583
H 1.054 -4.764 3.627
H 1.860 -5.842 1.551
H 1.887 -4.575 -0.571
H 1.095 -2.220 -0.610
H 0.151 1.988 3.015
H 1.862 3.136 4.383
H 4.128 2.169 4.590
H 4.681 0.052 3.439
H 2.972 -1.107 2.097
N -4.542 2.790 0.012
C -3.296 2.315 0.032
N -3.393 1.000 -0.011
C -4.730 0.727 -0.045
N -5.467 1.805 -0.033
C -5.118 -0.682 -0.048
C -6.415 -1.164 -0.097
N -6.667 -2.467 -0.082
C -5.624 -3.285 -0.018
C -4.315 -2.821 0.029
N -4.068 -1.518 0.014
H -4.833 3.753 0.026
H -2.362 2.875 0.075
H -7.254 -0.482 -0.151
H -5.828 -4.348 -0.007
H -3.460 -3.483 0.068
O -2.421 -0.804 -2.122
N -1.946 -1.988 -2.382
O -2.033 -2.423 -3.500
O -1.429 -2.593 -1.422
*
```

Energy above the lowest of the compared OMol25 structures with the same formula, charge and spin ... 84.1 kJ/mol



C31H26BrN5O5Tc | ωB97M-V/def2-TZVPD

Geometry as ORCA input:
```
! RIJCOSX wB97M-V def2-TZVPD def2/J DEFGRID3
* xyz 2 4
Tc 1.018 -0.424 -0.037
C -1.779 -0.009 4.240
C -3.013 -0.097 3.615
C -3.076 -0.635 2.342
C -1.895 -1.064 1.732
N -0.705 -0.881 2.301
C -0.651 -0.384 3.522
C -1.887 -1.764 0.446
C -3.036 -2.402 -0.030
C -3.001 -3.022 -1.265
C -1.811 -3.039 -1.966
C -0.682 -2.444 -1.407
N -0.732 -1.805 -0.224
C 0.643 -2.552 -2.013
C 0.907 -3.285 -3.165
C 2.221 -3.510 -3.542
C 3.231 -3.045 -2.713
C 2.893 -2.269 -1.614
N 1.635 -1.980 -1.301
H -1.689 0.344 5.253
H -3.910 0.232 4.114
H -4.019 -0.712 1.828
H 0.336 -0.291 3.948
H -3.939 -2.407 0.555
H -3.881 -3.494 -1.668
H -1.761 -3.503 -2.935
H 0.099 -3.685 -3.757
H 2.442 -4.073 -4.434
H 4.268 -3.263 -2.910
H 3.662 -1.878 -0.962
C 3.100 -1.997 3.534
C 2.631 -0.918 2.606
O 2.116 -1.206 1.511
N 2.777 0.337 3.044
C 2.636 1.545 2.244
C 1.222 2.025 1.999
C 0.824 3.220 2.591
C -0.432 3.743 2.335
C -1.275 3.028 1.499
C -0.806 1.856 0.939
N 0.412 1.358 1.165
H 3.631 -2.756 2.965
H 2.244 -2.485 3.998
H 3.751 -1.618 4.316
H 3.207 0.465 3.949
H 3.121 1.385 1.280
H 3.183 2.338 2.756
H 1.509 3.752 3.233
H -0.737 4.686 2.760
H -2.266 3.380 1.258
H -1.432 1.310 0.253
Br -4.758 4.417 -4.131
C -3.279 3.306 -3.684
C -3.451 2.301 -2.738
C -2.378 1.498 -2.417
C -1.136 1.691 -3.025
C -0.981 2.690 -3.980
C -2.052 3.499 -4.312
C 0.012 0.839 -2.594
O 0.986 0.568 -3.262
O -0.159 0.369 -1.391
H -4.411 2.156 -2.266
H -2.504 0.690 -1.710
H -0.022 2.825 -4.455
H -1.941 4.278 -5.049
O 4.351 -0.102 -0.109
C 3.729 0.680 -0.798
O 2.460 0.831 -0.752
H 4.228 1.357 -1.515
*
```

Electronic energy ... -4501.3284 a.u.



C31H26Cl2NO8SiY | ωB97M-V/def2-TZVPD

Geometry as ORCA input:
```
! RIJCOSX wB97M-V def2-TZVPD def2/J DEFGRID3
* xyz -2 1
Y 0.385 0.099 -0.522
O -2.058 2.746 2.749
C -1.411 2.270 1.846
O -0.432 1.387 1.999
C -1.693 2.700 0.430
C -2.652 3.675 0.214
C -2.873 4.103 -1.085
C -2.125 3.558 -2.112
C -1.188 2.581 -1.813
N -0.991 2.157 -0.562
C -0.266 2.006 -2.897
O -0.522 2.293 -4.060
O 0.703 1.321 -2.439
H -3.183 4.077 1.064
H -3.616 4.864 -1.290
H -2.231 3.858 -3.145
C -2.732 -4.529 -6.858
C -2.178 -3.769 -5.681
C -2.647 -4.000 -4.397
C -2.155 -3.293 -3.304
C -2.680 -3.579 -1.922
C -1.155 -2.343 -3.515
C -0.643 -2.106 -4.796
C 0.434 -1.084 -5.040
C -1.178 -2.821 -5.861
C -0.619 -1.582 -2.337
O -1.430 -0.876 -1.653
O 0.599 -1.644 -2.043
H -3.491 -5.245 -6.542
H -1.944 -5.080 -7.378
H -3.188 -3.852 -7.584
H -3.414 -4.751 -4.234
H -3.355 -4.435 -1.940
H -3.209 -2.715 -1.521
H -1.867 -3.796 -1.227
H 0.040 -0.068 -4.961
H 0.855 -1.212 -6.038
H 1.230 -1.167 -4.303
H -0.792 -2.637 -6.859
C 4.779 -2.745 3.514
C 2.438 -3.318 4.218
C 1.402 -1.084 3.426
C 1.620 0.210 3.707
C 3.047 0.595 3.875
C 4.079 -0.255 3.827
Si 0.178 1.252 3.689
C 0.520 3.053 4.107
C -0.091 3.706 5.177
C 0.230 5.018 5.497
C 1.169 5.708 4.742
C 1.783 5.079 3.668
C 1.460 3.765 3.357
H 4.836 -3.809 3.634
H 2.438 -3.286 5.291
H 0.448 -1.603 3.429
H 3.265 1.644 4.068
H 5.616 -2.090 3.622
H -1.019 0.748 4.390
H -0.836 3.181 5.765
H -0.257 5.506 6.334
H 1.424 6.731 4.992
H 2.519 5.609 3.075
H 1.960 3.278 2.524
Cl 1.428 -4.429 3.380
C 3.014 -2.044 1.657
Cl 3.271 -2.030 3.325
C 2.004 -1.260 0.982
O 0.732 -1.518 0.942
O 2.378 -0.226 0.264
H 3.840 -2.498 1.138
*
```

Energy above the lowest of the compared OMol25 structures with the same formula, charge and spin ... 1780.7 kJ/mol



C31H26I2N2OOsSi | ωB97M-V/def2-TZVPD

Geometry as ORCA input:
```
! RIJCOSX wB97M-V def2-TZVPD def2/J DEFGRID3
* xyz 2 1
Os 1.160 -0.346 0.345
I -1.439 -1.209 -6.737
C -0.447 -0.793 -4.960
C 0.419 0.288 -4.887
C 1.076 0.572 -3.699
I 2.370 2.193 -3.599
C 0.868 -0.231 -2.578
O 1.547 0.104 -1.441
C 0.003 -1.341 -2.655
C -0.226 -2.244 -1.471
N -0.497 -1.405 -0.271
C -1.061 -2.103 0.914
C -1.004 -1.154 2.092
C -1.926 -1.169 3.115
C -1.757 -0.303 4.188
C -0.669 0.558 4.208
C 0.207 0.542 3.144
N 0.047 -0.294 2.108
C -0.654 -1.599 -3.845
H 0.582 0.914 -5.754
H 0.646 -2.857 -1.240
H -1.077 -2.902 -1.658
H -1.190 -0.711 -0.567
H -0.426 -2.968 1.117
H -2.076 -2.449 0.719
H -2.766 -1.850 3.076
H -2.475 -0.296 4.998
H -0.509 1.244 5.027
H 1.066 1.201 3.089
H -1.328 -2.443 -3.912
C 1.243 -4.535 3.370
C 1.579 -3.298 3.907
C 2.156 -2.328 3.104
C 2.407 -2.570 1.744
C 2.058 -3.834 1.224
C 1.486 -4.805 2.027
Si 3.263 -1.396 0.562
C 4.316 -2.171 -0.705
C 4.947 -3.395 -0.450
C 5.801 -3.941 -1.394
C 6.025 -3.278 -2.594
C 5.405 -2.062 -2.856
C 4.558 -1.505 -1.914
C 3.410 0.329 1.275
C 3.819 0.556 2.614
C 3.832 1.822 3.148
C 3.398 2.916 2.389
C 3.005 2.735 1.084
C 3.039 1.456 0.507
H 0.804 -5.296 4.002
H 1.403 -3.099 4.956
H 2.392 -1.368 3.536
H 2.270 -4.067 0.186
H 1.241 -5.775 1.615
H 4.784 -3.917 0.485
H 6.296 -4.881 -1.193
H 6.693 -3.709 -3.327
H 5.590 -1.549 -3.790
H 4.088 -0.549 -2.120
H 4.166 -0.269 3.221
H 4.192 1.978 4.156
H 3.413 3.908 2.819
H 2.720 3.585 0.478
H 2.881 1.395 -0.557
*
```

Energy above the lowest of the compared OMol25 structures with the same formula, charge and spin ... 4.2 kJ/mol



C31H26N3S4SbTc | ωB97M-V/def2-TZVPD

Geometry as ORCA input:
```
! RIJCOSX wB97M-V def2-TZVPD def2/J DEFGRID3
* xyz 3 1
Tc 0.930 0.244 0.434
C 2.624 -2.284 -1.358
C 2.324 -2.634 0.064
C 2.630 -3.918 0.517
C 2.321 -4.300 1.802
C 1.718 -3.372 2.641
C 1.456 -2.108 2.159
N 1.742 -1.736 0.881
C 0.898 -1.052 3.027
C 0.647 -1.191 4.380
C 0.209 -0.090 5.100
C 0.064 1.140 4.473
C 0.319 1.228 3.118
N 0.689 0.139 2.424
C 0.373 2.525 2.347
C -0.582 3.559 2.860
C -1.043 4.499 2.057
C -0.652 4.481 0.629
C -0.257 3.129 0.131
C -0.444 2.896 -1.327
N 0.224 2.218 0.908
H 3.293 -3.024 -1.789
H 3.100 -1.310 -1.444
H 1.707 -2.300 -1.954
H 3.109 -4.607 -0.165
H 2.548 -5.297 2.155
H 1.470 -3.640 3.656
H 0.806 -2.134 4.880
H 0.010 -0.184 6.159
H -0.217 2.010 5.044
H -0.813 3.562 3.914
H -1.684 5.296 2.409
H -1.448 4.871 -0.007
H -0.588 3.841 -1.847
H -1.336 2.281 -1.474
H 0.423 2.400 -1.755
S 0.769 5.612 0.251
Sb 2.834 4.598 1.015
S 2.132 3.063 2.738
S 2.934 0.968 -0.059
S 2.997 2.870 -0.811
C -1.495 0.314 -5.872
C -2.310 0.016 -4.769
C -1.749 -0.131 -3.530
C -0.339 0.026 -3.368
C 0.460 0.352 -4.507
C -0.114 0.484 -5.744
C 0.329 -0.129 -2.155
C -0.206 -0.466 -0.865
C -1.368 -1.252 -0.491
C -2.212 -0.800 0.535
C -3.260 -1.596 0.968
C -3.460 -2.846 0.396
C -2.623 -3.304 -0.619
C -1.582 -2.514 -1.067
H -1.952 0.421 -6.848
H -3.376 -0.096 -4.907
H -2.369 -0.357 -2.673
H 1.528 0.480 -4.381
H 0.486 0.717 -6.612
H 1.395 0.082 -2.173
H -2.080 0.195 0.949
H -3.932 -1.239 1.736
H -4.280 -3.465 0.734
H -2.794 -4.276 -1.062
H -0.934 -2.866 -1.861
*
```

Energy above the lowest of the compared OMol25 structures with the same formula, charge and spin ... 0.0 kJ/mol



C31H27BO25P2 | ωB97M-V/def2-TZVPD

Geometry as ORCA input:
```
! RIJCOSX wB97M-V def2-TZVPD def2/J DEFGRID3
* xyz 0 1
O 9.187 -2.762 -1.633
C 9.213 -1.870 -0.804
C 8.218 -1.682 0.227
C 8.338 -0.652 1.082
O 7.473 -0.409 2.053
C 9.489 0.327 0.997
O 9.499 1.237 1.803
C 10.498 0.125 -0.023
C 10.376 -0.906 -0.871
O 11.246 -1.172 -1.834
H 7.400 -2.387 0.277
H 7.805 0.394 2.510
H 11.324 0.820 -0.066
H 10.906 -1.967 -2.291
O -2.773 1.655 5.197
C -3.625 1.215 4.439
C -3.394 0.187 3.457
C -4.398 -0.207 2.657
O -4.256 -1.145 1.735
C -5.782 0.397 2.758
O -6.634 -0.014 1.990
C -6.019 1.415 3.762
C -5.012 1.804 4.556
O -5.136 2.726 5.500
H -2.402 -0.238 3.391
H -5.120 -1.230 1.286
H -7.014 1.830 3.839
H -4.253 2.807 5.914
O -2.444 -2.494 -0.515
C -1.294 -2.804 -0.774
C -0.135 -2.058 -0.322
C 1.087 -2.476 -0.680
O 2.207 -1.863 -0.316
C 1.303 -3.700 -1.538
O 2.458 -3.978 -1.812
C 0.150 -4.454 -1.970
C -1.075 -4.040 -1.614
O -2.188 -4.668 -1.960
H -0.299 -1.185 0.298
H 2.937 -2.392 -0.700
H 0.313 -5.336 -2.573
H -2.924 -4.154 -1.574
O -1.000 -1.153 -3.189
C -0.930 0.021 -3.515
C -0.452 0.489 -4.794
C -0.403 1.809 -5.028
O 0.018 2.336 -6.167
C -0.827 2.827 -3.993
O -0.724 4.001 -4.303
C -1.326 2.356 -2.721
C -1.383 1.039 -2.487
O -1.833 0.518 -1.352
H -0.147 -0.246 -5.526
H -0.051 3.306 -6.056
H -1.646 3.091 -1.995
H -1.774 -0.454 -1.445
O -9.566 1.417 -1.796
C -8.380 1.272 -2.031
C -7.417 0.741 -1.088
C -6.131 0.641 -1.453
O -5.187 0.163 -0.646
C -5.649 1.067 -2.822
O -4.459 0.950 -3.057
C -6.616 1.577 -3.771
C -7.902 1.675 -3.407
O -8.857 2.128 -4.204
H -7.767 0.441 -0.111
H -4.340 0.204 -1.137
H -6.264 1.864 -4.752
H -9.684 2.091 -3.681
O 5.517 1.198 5.204
P 5.081 0.958 3.829
O 5.411 -0.532 3.352
O 5.889 1.958 2.857
P 2.936 1.356 3.651
C 2.154 0.019 2.631
B 0.612 0.017 3.010
O -0.220 0.861 2.274
O 0.106 -0.792 4.003
H 4.632 -0.984 2.999
H 5.434 2.062 2.009
H 2.850 2.511 2.850
H 2.613 -0.947 2.848
H 2.217 0.246 1.566
H -0.214 1.723 2.716
H 0.432 -0.526 4.874
*
```

Electronic energy ... -3786.2153 a.u.